1.
C10H9Cl2FeNO | wB97M-V/def2-TZVPD

Results
Orbital gap (spin up / spin down)   4.47 / 5.05 eV
Relative energy (zero: lowest compared OMol25 entry of this formula, charge and spin)   1.679 eV
LUMO energy (spin up / spin down)   -0.83 / -2.58 eV
2S+1   5
Electronic energy   -2700.39005 Ha
Highest occupied orbital energy (spin up / spin down)   -5.2920 / -7.6327 eV
Maximum force   2.0 eV/A
Molecular weight   285.9 u

```
24
C10H9Cl2FeNO (wB97M-V/def2-TZVPD)
Fe -0.08 -2.17 -0.34
C -1.09 -3.86 -0.30
H -2.05 -3.60 0.16
H -1.28 -4.15 -1.34
H -0.63 -4.69 0.25
H 0.94 -3.39 0.28
H 1.31 -3.15 -0.44
Cl -2.60 1.07 -2.97
C -1.51 1.45 -1.73
C -1.08 2.75 -1.49
C -0.17 3.05 -0.49
Cl 0.30 4.68 -0.24
C 0.40 2.03 0.34
C 1.36 2.22 1.36
C 1.86 1.12 2.04
C 1.43 -0.17 1.70
N 0.56 -0.38 0.70
C -0.01 0.69 0.09
C -0.98 0.38 -0.94
O -1.29 -0.85 -1.19
H -1.48 3.55 -2.11
H 1.71 3.23 1.59
H 2.58 1.23 2.84
H 1.80 -1.05 2.23
```

Atom charges from the Löwdin analysis, given in e for atoms 1 to 6: 0.522 -0.242 -0.005 0.007 -0.019 0.086

2.
C10H9ClN | wB97M-V/def2-TZVPD

Results
Structure (SMILES)   CC1=[N+]=C2C=CC=C(Cl)[C@H]2C=C1
Orbital gap   7.06 eV
Relative energy (zero: lowest compared OMol25 entry of this formula, charge and spin)   2.405 eV
LUMO energy   -5.94 eV
Total charge   +1
Electronic energy   -901.04111 Ha
Highest occupied orbital energy   -12.9980 eV
Maximum force   4.5 eV/A
Molecular weight   178.6 u

```
21
C10H9ClN (wB97M-V/def2-TZVPD)
C 3.03 0.82 0.78
C 1.70 0.73 0.16
N 1.17 -0.51 0.18
C 0.02 -0.82 -0.30
C -0.46 -2.20 -0.09
C -1.80 -2.35 0.13
C -2.59 -1.19 0.34
C -2.20 0.07 0.13
Cl -2.97 1.60 0.23
C -0.93 0.25 -0.62
C -0.24 1.58 -0.75
C 1.10 1.76 -0.57
H 3.09 1.17 1.88
H 3.48 -0.15 1.01
H 3.62 1.52 0.10
H 0.34 -2.89 0.10
H -2.27 -3.26 0.33
H -3.67 -1.29 0.73
H -1.40 0.16 -1.60
H -0.76 2.34 -1.21
H 1.74 2.66 -0.96
```

Atom charges from the Löwdin analysis, given in e for atoms 1 to 6: -0.004 -0.245 0.187 -0.170 0.059 0.004

3.
C10H9F6N5O4SSbTi | wB97M-V/def2-TZVPD

Results
Orbital gap (spin up / spin down)   8.15 / 6.61 eV
Relative energy (zero: lowest compared OMol25 entry of this formula, charge and spin)   0.000 eV
LUMO energy (spin up / spin down)   -8.54 / -10.22 eV
2S+1   2
Total charge   +2
Electronic energy   -3047.83314 Ha
Highest occupied orbital energy (spin up / spin down)   -16.6916 / -16.8311 eV
Maximum force   0.2 eV/A
Molecular weight   578.9 u

```
37
C10H9F6N5O4SSbTi (wB97M-V/def2-TZVPD)
Ti -1.43 1.47 -0.43
N 5.39 -1.81 -0.14
C 4.11 -1.57 -0.39
C 3.11 -2.50 0.05
C 1.80 -2.25 -0.22
C 1.46 -1.08 -0.92
C 2.41 -0.15 -1.37
C 3.74 -0.39 -1.11
S -0.26 -0.83 -1.26
O -0.76 -1.93 -1.99
O -0.37 0.54 -1.88
N -0.93 -0.48 0.14
C -2.27 -0.85 0.41
N -3.01 0.26 0.30
C -4.31 0.19 0.61
C -4.84 -1.02 0.99
C -3.98 -2.12 1.03
N -2.68 -2.04 0.75
H 5.68 -2.63 0.37
H 6.11 -1.17 -0.44
H 3.41 -3.39 0.59
H 1.03 -2.94 0.10
H 2.11 0.73 -1.91
H 4.50 0.30 -1.45
H -4.89 1.10 0.54
H -5.89 -1.12 1.24
H -4.35 -3.10 1.31
F -0.98 1.92 1.47
Sb 0.67 3.13 1.40
F 1.49 1.50 0.94
F 1.01 2.97 3.20
F 2.09 4.10 0.74
F -0.54 4.51 1.48
F -0.07 2.85 -0.54
O -2.58 1.96 -1.97
N -3.17 2.94 -1.41
O -2.83 2.97 -0.21
```

Atom charges from the Löwdin analysis, given in e for atoms 1 to 6: 1.261 0.293 -0.211 0.068 0.008 -0.204

4.
C10H9N | wB97M-V/def2-TZVPD

Results
Structure (SMILES)   Nc1ccc2ccccc2c1
Orbital gap   8.29 eV
Relative energy (zero: lowest compared OMol25 entry of this formula, charge and spin)   1.103 eV
LUMO energy   0.78 eV
Electronic energy   -441.17918 Ha
Highest occupied orbital energy   -7.5169 eV
Maximum force   3.8 eV/A
Molecular weight   143.2 u

```
20
C10H9N (wB97M-V/def2-TZVPD)
N 3.40 -0.62 0.06
C 2.08 -0.24 -0.10
C 1.82 1.16 0.01
C 0.53 1.54 -0.01
C -0.58 0.74 -0.11
C -1.92 1.31 -0.03
C -2.98 0.38 0.14
C -2.77 -1.04 0.12
C -1.47 -1.50 -0.09
C -0.31 -0.61 -0.06
C 0.99 -1.16 -0.13
H 3.73 -1.44 0.55
H 4.08 0.24 0.15
H 2.68 1.84 0.13
H 0.43 2.56 -0.09
H -2.11 2.40 -0.23
H -3.99 0.72 -0.06
H -3.62 -1.63 0.14
H -1.07 -2.46 -0.23
H 1.09 -2.20 -0.16
```

Atom charges from the Löwdin analysis, given in e for atoms 1 to 6: 0.060 -0.307 -0.034 -0.074 -0.206 -0.005

5.
C10H9N2O5Zn | wB97M-V/def2-TZVPD

Results
Orbital gap (spin up / spin down)   6.49 / 6.40 eV
Relative energy (zero: lowest compared OMol25 entry of this formula, charge and spin)   5.521 eV
LUMO energy (spin up / spin down)   -4.83 / -4.94 eV
Total charge   +1
Electronic energy   -2650.98357 Ha
Highest occupied orbital energy (spin up / spin down)   -11.3261 / -11.3458 eV
Maximum force   5.2 eV/A
Molecular weight   302.6 u

```
27
C10H9N2O5Zn (wB97M-V/def2-TZVPD)
O 1.05 -0.25 -1.86
C 0.32 -1.07 -2.34
Zn -0.82 -0.92 -0.56
O -1.68 -0.10 -3.46
C -1.30 -0.83 -2.59
C -2.70 -1.59 -0.06
O -3.82 -1.71 0.17
C 1.11 -2.65 -2.66
O 1.97 -3.07 -1.91
C -1.91 -3.29 -1.92
O -2.75 -4.01 -2.23
H 1.18 -1.87 -3.37
C 1.29 3.68 0.68
C 0.84 2.32 1.02
C 0.81 1.60 2.21
C 0.28 0.34 1.93
N -0.02 0.31 0.62
N 0.33 1.52 0.10
C 0.07 -0.82 2.84
H 0.71 4.42 1.24
H 2.35 3.80 0.96
H 1.18 3.88 -0.39
H 1.13 1.95 3.19
H 0.35 1.66 -0.92
H 0.96 -0.96 3.46
H -0.78 -0.61 3.52
H -0.13 -1.75 2.30
```

Atom charges from the Löwdin analysis, given in e for atoms 1 to 6: 0.043 -0.437 0.730 0.093 -0.280 0.015

6.
C10H9N3O2S | wB97M-V/def2-TZVPD

Results
Structure (SMILES)   O=C(Nc1nnc(-c2ccco2)s1)C1CC1
Orbital gap   8.44 eV
LUMO energy   0.08 eV
Electronic energy   -1099.34976 Ha
Highest occupied orbital energy   -8.3551 eV
Maximum force   1.8 eV/A
Molecular weight   235.3 u

```
25
C10H9N3O2S (wB97M-V/def2-TZVPD)
O -3.84 -1.68 0.00
C -2.94 -0.87 0.00
N -1.63 -1.37 0.01
C -0.43 -0.76 0.01
N -0.19 0.51 0.01
N 1.09 0.83 0.01
C 1.90 -0.18 0.00
C 3.32 -0.12 0.00
C 4.25 -1.13 -0.01
C 5.51 -0.50 -0.01
C 5.26 0.84 0.00
O 3.95 1.08 0.01
S 1.05 -1.74 0.00
C -3.10 0.59 0.00
C -4.31 1.13 0.73
C -4.30 1.13 -0.75
H -1.61 -2.39 0.01
H 4.05 -2.18 -0.01
H 6.47 -0.98 -0.01
H 5.91 1.69 0.01
H -2.19 1.17 0.01
H -4.19 2.06 1.26
H -4.94 0.41 1.23
H -4.17 2.06 -1.28
H -4.92 0.41 -1.26
```

Atom charges from the Löwdin analysis, given in e for atoms 1 to 6: 0.090 -0.424 0.105 -0.590 -0.003 0.027

7.
C10H9NO | wB97M-V/def2-TZVPD

Results
Structure (SMILES)   C=C(C#N)[C@@H](O)c1ccccc1
Orbital gap   10.09 eV
Relative energy (zero: lowest compared OMol25 entry of this formula, charge and spin)   1.127 eV
LUMO energy   0.54 eV
Electronic energy   -516.42251 Ha
Highest occupied orbital energy   -9.5431 eV
Maximum force   1.0 eV/A
Molecular weight   159.2 u

```
21
C10H9NO (wB97M-V/def2-TZVPD)
C -0.15 -0.74 -3.03
C 0.61 -0.42 -1.98
C 1.72 -1.24 -1.57
N 2.63 -1.86 -1.22
C 0.40 0.82 -1.12
O -0.62 1.58 -1.76
C 0.03 0.43 0.30
C -1.28 0.08 0.59
C -1.64 -0.29 1.89
C -0.66 -0.33 2.88
C 0.65 0.04 2.60
C 1.00 0.42 1.31
H 0.03 -1.64 -3.61
H -0.97 -0.09 -3.34
H 1.35 1.38 -1.10
H -0.91 2.26 -1.13
H -2.02 0.07 -0.20
H -2.67 -0.55 2.11
H -0.93 -0.65 3.90
H 1.40 0.02 3.39
H 2.02 0.70 1.09
```

Atom charges from the Löwdin analysis, given in e for atoms 1 to 6: 0.116 -0.243 -0.184 0.167 -0.317 -0.031

8.
C10H9O3S | wB97M-V/def2-TZVPD

Results
Orbital gap   7.47 eV
Relative energy (zero: lowest compared OMol25 entry of this formula, charge and spin)   2.018 eV
LUMO energy   3.20 eV
Total charge   -1
Electronic energy   -1010.32977 Ha
Highest occupied orbital energy   -4.2741 eV
Maximum force   3.6 eV/A
Molecular weight   209.2 u

```
23
C10H9O3S (wB97M-V/def2-TZVPD)
C 0.09 0.40 -3.05
C -0.66 -0.60 -2.45
C 0.31 1.57 -2.33
C -1.06 -0.58 -1.15
C -0.05 1.64 -1.00
C -0.77 0.59 -0.44
C 1.09 -0.80 1.91
C -0.21 -1.07 1.86
C -1.17 -2.30 1.88
C 1.74 0.55 1.77
O -0.58 -3.30 2.32
O -2.34 -2.13 1.56
O -0.92 1.95 1.83
S -1.45 0.71 1.27
H 0.42 0.17 -4.17
H -0.86 -1.45 -3.07
H 0.75 2.51 -2.78
H -1.75 -1.29 -0.76
H -0.12 2.67 -0.58
H 1.79 -1.69 2.09
H 1.43 1.19 2.66
H 2.87 0.36 1.88
H 1.47 0.92 0.73
```

Atom charges from the Löwdin analysis, given in e for atoms 1 to 6: -0.121 -0.121 -0.125 -0.081 -0.132 -0.386

9.
C10HF5IrN9O4S | wB97M-V/def2-TZVPD

Results
Orbital gap (spin up / spin down)   6.35 / 5.71 eV
LUMO energy (spin up / spin down)   4.84 / 3.22 eV
2S+1   5
Total charge   -2
Electronic energy   -2177.29023 Ha
Highest occupied orbital energy (spin up / spin down)   -1.5141 / -2.4843 eV
Maximum force   1.1 eV/A
Molecular weight   630.5 u

```
31
C10HF5IrN9O4S (wB97M-V/def2-TZVPD)
Ir -1.72 -0.03 -0.24
O -5.99 -0.75 -0.46
C -4.79 -0.79 -0.36
O -3.91 -0.36 0.39
C -4.00 -1.79 -1.66
O -4.69 -2.72 -2.00
O -2.91 -1.30 -1.93
N 0.88 1.41 -2.19
C 1.14 0.18 -1.64
N 2.31 -0.42 -1.75
N 2.14 -1.61 -1.13
N 0.94 -1.71 -0.67
N 0.26 -0.59 -0.98
C -0.23 2.19 -1.98
N -0.40 3.37 -2.54
N -1.59 3.80 -2.08
N -2.11 2.93 -1.29
N -1.27 1.88 -1.18
H 1.63 1.84 -2.71
F 4.77 -0.81 2.22
C 3.44 -0.64 2.20
C 2.88 0.48 1.62
F 3.67 1.41 1.07
C 1.50 0.64 1.62
F 1.01 1.74 1.04
C 0.63 -0.30 2.17
S -1.09 -0.08 2.18
C 1.24 -1.40 2.77
F 0.49 -2.35 3.35
C 2.61 -1.58 2.79
F 3.15 -2.67 3.36
```

Atom charges from the Löwdin analysis, given in e for atoms 1 to 6: 1.093 0.106 -0.539 -0.090 -0.549 0.104

- Which of these has the lowest electronic energy?
  C10H9F6N5O4SSbTi

- Which value of electronic energy does entry 4 give?
  -441.17918 Ha